1.
The following is a DFT calculation (ωB97M-V with the def2-TZVPD basis set) of a single C21H20ClN3O4S2 molecule.

The geometry in XYZ format:
```
51
Properties=species:S:1:pos:R:3:forces:R:3:mulliken_charge:R:1
C 0.6369 -6.8989 3.3808 0.08 -0.04 0.15 -1.181
C -0.1362 -5.7764 2.7917 -0.13 0.36 0.07 0.583
C -0.6559 -5.6707 1.5355 0.16 -0.15 0.26 -0.496
C -1.3360 -4.4610 1.3107 -0.13 0.56 0.33 -0.647
C -1.3367 -3.6337 2.4013 0.35 -0.70 -0.03 0.109
C -1.9689 -2.3196 2.4687 -0.06 0.18 0.07 0.739
O -2.5766 -1.8489 1.5123 -0.18 -0.09 -0.09 -0.830
N -1.8500 -1.6562 3.6415 0.08 0.00 0.19 -0.072
H -1.2685 -2.0353 4.3713 -0.06 0.05 -0.07 0.231
C -2.5058 -0.3897 3.8863 -0.06 0.26 -0.10 -1.084
H -2.5798 -0.2311 4.9620 0.02 0.04 -0.15 0.425
H -3.5085 -0.4288 3.4478 0.07 -0.02 0.12 0.316
C -1.7466 0.8001 3.2683 -0.34 -0.47 0.16 0.799
O -1.1991 1.6370 3.9501 0.14 0.24 0.20 -0.656
N -1.7902 0.7664 1.9152 -0.28 -0.27 -0.35 -0.032
C -1.2246 1.6585 1.0095 0.32 0.37 -0.33 0.537
C -1.3834 1.3950 -0.3488 -0.13 -0.15 0.37 -0.710
C -0.8535 2.2483 -1.2966 -0.21 -0.08 -0.45 0.293
C -0.1426 3.3872 -0.9419 0.08 0.19 0.04 0.591
C 0.0048 3.6359 0.4228 -0.10 -0.19 -0.28 -0.883
C -0.5164 2.7987 1.3881 -0.02 -0.03 0.15 -0.626
H -0.3863 3.0209 2.4344 0.00 0.00 0.01 0.542
H 0.5464 4.5177 0.7314 0.05 0.11 0.02 0.449
C 0.4590 4.3248 -1.9378 0.11 0.18 -0.07 -1.731
H -0.0643 4.2684 -2.8862 0.12 0.20 0.02 0.361
H 0.4202 5.3447 -1.5615 0.01 0.07 0.01 0.559
H 1.5056 4.0691 -2.1062 0.06 0.04 -0.04 0.202
S -1.1110 1.6952 -2.9893 0.36 -0.48 0.02 1.074
O -2.1733 0.7382 -2.9963 0.12 -0.12 0.27 -0.682
O -1.1611 2.7754 -3.9257 0.21 0.01 0.21 -0.678
N 0.2793 0.7807 -3.2844 -1.25 0.00 -0.03 -0.257
C 1.5503 1.3257 -3.4352 0.74 0.57 -0.15 0.331
C 2.6349 0.8138 -2.7255 -0.28 0.04 -0.07 -0.480
C 3.9011 1.3392 -2.9015 0.06 0.09 -0.11 -0.782
C 4.0864 2.3901 -3.7848 -0.19 -0.08 0.05 0.370
C 3.0174 2.9079 -4.5009 0.10 -0.06 0.10 -0.685
C 1.7554 2.3726 -4.3322 0.07 -0.13 0.02 -0.119
H 0.9141 2.7612 -4.8808 0.00 0.04 -0.12 0.516
H 3.1750 3.7200 -5.1927 0.03 0.08 -0.06 0.407
Cl 5.6674 3.0575 -3.9992 0.19 0.08 -0.03 -0.224
H 4.7392 0.9391 -2.3529 0.08 -0.02 0.04 0.403
H 2.4852 -0.0057 -2.0373 -0.02 -0.07 0.11 0.343
H 0.2434 -0.0692 -2.7419 -0.09 -0.11 0.05 0.327
H -1.9400 0.5332 -0.6841 -0.11 -0.13 0.07 0.623
H -2.2595 -0.0457 1.5004 0.12 0.18 0.27 0.181
S -0.4824 -4.3634 3.7301 -0.15 -0.24 -0.62 -0.306
H -1.8166 -4.1913 0.3880 -0.11 0.10 -0.14 0.492
H -0.5540 -6.4421 0.7934 0.05 -0.18 -0.10 0.398
H 0.1313 -7.2939 4.2616 0.02 -0.10 0.01 0.316
H 0.7477 -7.6970 2.6511 0.02 -0.05 0.00 0.334
H 1.6268 -6.5637 3.6897 0.06 -0.08 0.00 0.312
```
Positions in Å, forces in eV/Å.

Results
Calculated total energy: -2534.0869 a.u.
Multiplicity: 1
Frontier orbital gap: 8.483 eV
HOMO level: -8.54 eV
LUMO level: -0.1 eV

***

2.
The following is a DFT calculation (ωB97M-V with the def2-TZVPD basis set) of a single C21H20FN3O5S molecule.

The geometry in XYZ format:
```
51
Properties=species:S:1:pos:R:3:forces:R:3:mulliken_charge:R:1
C 4.2776 -2.0777 3.3386 -0.29 -0.24 -0.20 -0.946
C 3.0989 -3.0353 3.2634 0.30 -0.11 0.44 -0.412
H 2.2751 -2.7005 3.8987 0.07 -0.09 -0.08 0.285
H 3.3978 -4.0503 3.5422 -0.12 0.19 0.01 0.390
O 2.5837 -3.0586 1.9286 -0.20 0.36 0.10 -0.188
C 2.9234 -4.0788 1.1455 -0.06 -0.30 -0.49 0.636
O 3.4738 -5.0810 1.5049 0.06 -0.07 0.02 -0.630
C 2.4631 -3.8340 -0.2938 0.44 -0.10 0.10 -0.819
N 2.3775 -2.4194 -0.6027 -0.09 -0.48 -0.11 0.358
C 3.5212 -1.7051 -0.4451 -0.28 0.43 -0.19 0.717
O 4.5807 -2.2462 -0.2119 0.33 -0.14 0.13 -0.651
C 3.4077 -0.1939 -0.5396 -0.01 0.14 0.28 -0.922
H 2.9052 0.1526 -1.4399 0.10 -0.01 -0.04 0.498
H 4.4095 0.2278 -0.4675 -0.11 -0.09 -0.08 0.530
S 2.4328 0.4528 0.8696 0.35 -0.06 0.33 -0.254
C 1.1713 1.2215 -0.0168 0.10 0.11 -0.84 0.467
N 1.1372 1.4680 -1.2921 1.16 -0.42 0.81 -0.340
N -0.0514 2.0437 -1.5372 -1.50 0.69 0.12 -0.581
C -0.6913 2.1260 -0.4119 0.67 -0.08 -0.80 0.673
C -2.0237 2.6336 -0.1955 -0.59 0.18 0.31 0.482
C -2.5877 2.6165 1.0811 0.09 -0.02 -0.07 -0.760
C -3.8734 3.0854 1.2509 0.05 -0.03 0.02 -0.923
C -4.6054 3.5686 0.1775 -0.19 0.11 -0.21 -0.365
C -4.0447 3.5871 -1.0983 0.21 -0.09 0.19 0.637
C -2.7462 3.1153 -1.2786 -0.07 0.02 0.11 -0.424
H -2.3062 3.1200 -2.2614 0.04 0.01 -0.16 0.540
O -4.6694 4.0395 -2.2137 0.28 -0.11 -0.04 -0.404
C -5.9915 4.5118 -2.1069 -0.21 0.08 0.02 -0.882
H -6.0562 5.3817 -1.4455 0.00 -0.05 -0.01 0.356
H -6.6701 3.7304 -1.7506 0.03 0.03 0.00 0.352
H -6.2799 4.8054 -3.1148 -0.02 -0.01 0.09 0.248
H -5.6088 3.9252 0.3474 -0.09 0.04 -0.03 0.414
H -4.3223 3.0775 2.2329 -0.04 0.00 0.07 0.387
H -2.0187 2.2393 1.9163 0.03 -0.03 0.08 0.504
O 0.0503 1.6140 0.6137 -0.09 0.08 0.04 -0.350
C 1.0957 -1.8749 -0.8725 -0.30 0.17 -0.21 -0.747
C 0.1299 -1.8554 0.1290 0.07 0.01 -0.17 0.205
C -1.1297 -1.3499 -0.1318 -0.12 0.04 -0.14 -0.488
C -1.4098 -0.8777 -1.4031 0.18 -0.14 -0.08 0.541
C -0.4686 -0.9009 -2.4166 -0.29 -0.04 0.10 -0.934
C 0.7912 -1.4031 -2.1447 -0.09 -0.19 0.27 -0.105
H 1.5420 -1.4268 -2.9191 0.10 -0.02 -0.08 0.451
H -0.7196 -0.5144 -3.3904 -0.05 0.07 -0.10 0.391
F -2.6370 -0.3831 -1.6551 0.10 -0.01 0.00 -0.437
H -1.8882 -1.3088 0.6340 -0.10 0.00 0.06 0.470
H 0.3843 -2.2178 1.1129 0.03 -0.02 0.09 0.358
H 3.1916 -4.3207 -0.9501 -0.14 -0.02 0.18 0.388
H 1.4844 -4.2938 -0.4409 0.09 0.06 0.02 0.424
H 3.9599 -1.0717 3.0737 0.03 0.11 0.03 0.151
H 4.6834 -2.0727 4.3460 0.06 0.04 0.12 0.433
H 5.0509 -2.3915 2.6414 0.10 0.00 -0.02 0.276
```
Positions in Å, forces in eV/Å.

Results
Calculated total energy: -1850.7656 a.u.
Multiplicity: 1
Frontier orbital gap: 8.809 eV
HOMO level: -8.54 eV
LUMO level: 0.3 eV
Energy above the lowest of the compared OMol25 structures with the same formula, charge and spin: 1.634 eV

***

3.
The following is a DFT calculation (ωB97M-V with the def2-TZVPD basis set) of a single C21H20FNO4S2 molecule.

The geometry in XYZ format:
```
49
Properties=species:S:1:pos:R:3:forces:R:3:mulliken_charge:R:1
F 0.1437 -0.9184 0.5365 0.43 1.05 -1.85 -0.355
C 0.2332 0.0321 -0.5052 0.76 -1.43 0.42 0.644
S 2.0802 0.4736 -0.9235 1.97 0.18 0.48 1.172
C 3.0486 -1.0342 -1.2914 -0.30 0.01 0.67 0.202
C 3.4392 -1.3405 -2.5910 0.02 0.03 -0.29 -0.045
C 4.1907 -2.4959 -2.8333 -0.11 0.07 0.38 -0.644
C 4.5179 -3.3543 -1.7777 -0.21 0.20 0.11 -0.409
C 4.1217 -3.0244 -0.4729 0.18 -0.12 -0.28 -0.650
C 3.4130 -1.8512 -0.2252 -0.17 -0.11 -0.02 -0.416
O 2.1855 1.2413 -2.1480 -0.93 -0.28 0.89 -0.616
O 2.5474 1.0692 0.3219 -0.51 -0.74 -0.82 -0.618
S -0.2176 -0.7848 -2.1964 -1.90 -1.42 -1.06 1.436
C -1.9006 -1.3188 -1.9419 0.16 0.32 0.24 0.292
C -2.0834 -2.5236 -1.2738 -0.07 -0.01 0.45 -0.595
C -3.3404 -2.8160 -0.7495 -0.07 0.15 -0.26 -0.505
C -4.4003 -1.9232 -0.9466 0.23 0.10 -0.14 -0.450
C -4.2243 -0.7822 -1.7450 -0.02 -0.31 -0.06 -0.576
C -2.9699 -0.4932 -2.2789 0.02 0.26 0.18 -0.362
O -0.2118 0.1478 -3.3006 0.18 0.12 1.22 -0.632
O 0.5071 -2.0283 -2.3251 0.52 0.77 0.57 -0.665
H 3.1563 -0.6934 -3.4200 0.01 -0.11 0.27 0.402
H 4.5033 -2.7332 -3.8497 -0.11 0.09 0.26 0.372
H 5.0680 -4.2861 -1.9714 -0.26 0.53 0.12 0.360
H 4.3684 -3.6944 0.3497 -0.03 0.22 -0.16 0.383
H 3.1200 -1.5743 0.7841 0.06 -0.09 -0.13 0.396
H -1.2393 -3.2019 -1.1392 -0.24 0.31 0.08 0.439
H -3.4666 -3.7364 -0.1832 -0.13 0.22 -0.12 0.392
H -5.3694 -2.1223 -0.4907 0.21 0.03 -0.16 0.391
H -5.0610 -0.1161 -1.9563 0.17 -0.24 0.07 0.393
H -2.8017 0.3582 -2.9487 -0.07 -0.22 0.47 0.418
C -2.6187 1.6538 1.1207 0.08 -0.13 0.16 -1.034
N -1.1630 1.7252 1.0855 -0.91 -1.15 -1.70 0.459
C -0.5543 2.3886 2.1418 0.85 0.44 1.60 0.115
C -0.9572 3.6465 2.6727 0.23 -0.29 -0.36 -0.262
C -0.3682 4.1316 3.8494 0.31 -0.31 0.31 -0.501
C 0.5361 3.3321 4.5730 -0.40 -0.03 -0.32 -0.425
C 0.8709 2.0646 4.0796 0.34 0.38 0.03 -0.777
C 0.4030 1.6458 2.8440 -0.17 0.19 0.28 0.023
C -0.4825 1.3675 -0.1479 -0.04 0.94 -0.63 -1.435
H -2.9046 1.7150 2.1787 -0.12 -0.14 -0.30 0.393
H -3.1032 2.4959 0.6035 0.02 -0.20 -0.11 0.319
H -2.9830 0.6937 0.7111 0.16 0.43 0.10 0.274
H -1.7155 4.2657 2.1760 0.33 -0.41 0.08 0.348
H -0.6154 5.1320 4.2456 0.00 -0.66 -0.38 0.336
H 0.9501 3.6814 5.5226 -0.19 -0.11 -0.35 0.352
H 1.4965 1.3844 4.6612 -0.02 0.34 -0.18 0.358
H 0.6943 0.6843 2.4313 -0.06 0.09 0.19 0.242
H 0.3430 2.0754 -0.2582 -0.36 0.38 -0.34 0.522
H -1.1862 1.4417 -0.9975 0.16 0.65 0.36 0.541
```
Positions in Å, forces in eV/Å.

Results
Calculated total energy: -2064.0666 a.u.
Multiplicity: 1
Frontier orbital gap: 8.273 eV
HOMO level: -8.15 eV
LUMO level: 0.1 eV

***

4.
The following is a DFT calculation (ωB97M-V with the def2-TZVPD basis set) of a molecular structure, C21H20GeNPtS3.

The geometry in XYZ format:
```
47
Properties=species:S:1:pos:R:3:forces:R:3:lowdin_spin:R:1
Pt 1.7792 -0.9613 -0.5933 0.60 -2.30 -1.29 0.012
S 1.4404 -5.1769 -2.4178 0.63 1.95 0.62 -0.009
C 1.7131 -3.6444 -1.8378 -0.76 -2.22 -0.73 0.002
S 1.0025 -2.2429 -2.5602 0.32 0.32 2.07 0.006
S 2.6584 -3.3207 -0.4378 -1.38 1.73 -0.30 -0.002
C 6.0467 2.1758 0.2417 0.05 -0.01 0.02 0.000
C 5.0426 2.3285 -0.9123 0.91 0.96 0.09 0.000
C 4.1137 1.2604 -0.9431 -0.98 -1.03 -0.13 0.000
N 3.3584 0.3909 -0.9577 0.68 1.13 0.39 0.000
H 6.7419 3.0085 0.2065 0.04 0.04 0.00 0.000
H 6.6105 1.2524 0.1508 0.05 -0.06 -0.01 0.000
H 5.5434 2.1902 1.2040 -0.05 0.00 0.06 0.000
H 5.5670 2.3566 -1.8745 -0.15 0.03 0.05 0.000
H 4.4809 3.2640 -0.7975 0.03 -0.14 -0.16 0.000
C 0.5058 -1.2724 2.9809 0.45 -0.31 -0.83 0.000
Ge 0.0484 -0.7357 1.1166 -1.65 0.99 0.92 0.008
C -0.4070 1.2587 1.1362 1.08 -1.74 -0.69 0.007
C 0.3470 2.0516 0.2857 0.14 0.30 0.13 0.001
C 0.2304 3.4299 0.3542 -0.02 -0.06 -0.34 0.001
C -0.6784 3.9957 1.2327 0.02 0.28 -0.02 0.000
C -1.4428 3.1971 2.0662 -0.20 -0.18 -0.08 0.000
C -1.3226 1.8139 2.0072 -0.01 0.05 0.30 0.001
C -1.7421 -1.5165 0.6070 1.54 0.40 -0.42 0.169
C -2.3570 -2.3390 1.5316 -0.89 -0.82 0.06 0.063
C -3.5163 -3.0365 1.1893 0.69 0.23 1.05 0.084
C -4.1143 -2.8247 -0.0331 -0.32 0.28 -0.96 0.170
C -3.5415 -1.9552 -0.9824 0.33 0.27 0.08 0.001
C -4.1333 -1.7257 -2.2416 -0.28 -0.55 0.65 0.166
C -3.5643 -0.8601 -3.1521 0.85 0.66 -0.29 0.073
C -2.3602 -0.2209 -2.8456 -0.83 -0.14 -0.71 0.065
C -1.7576 -0.4270 -1.6236 0.35 -0.14 0.92 0.161
C -2.3199 -1.2881 -0.6602 -0.50 -0.24 -0.19 -0.001
H -0.2830 -0.9677 3.6669 -0.18 0.15 -0.20 0.000
H 1.4263 -0.7745 3.2778 0.01 0.07 -0.02 0.000
H 0.6632 -2.3454 3.0601 -0.03 -0.07 0.02 0.000
H 1.0454 1.5933 -0.4166 -0.03 0.22 0.07 0.000
H 0.8318 4.0484 -0.2945 -0.01 0.16 -0.05 0.000
H -0.8084 5.0697 1.2468 0.08 0.00 0.11 0.000
H -2.1482 3.6399 2.7537 -0.05 0.06 0.01 0.000
H -1.9352 1.1951 2.6496 0.00 -0.03 0.10 0.000
H -1.9279 -2.4833 2.5120 0.06 -0.07 0.06 0.001
H -3.9456 -3.7264 1.8999 -0.12 -0.04 0.02 0.001
H -5.0529 -3.3051 -0.2650 -0.08 -0.14 -0.06 0.005
H -5.0387 -2.2578 -2.4935 -0.14 -0.02 -0.04 0.005
H -4.0405 -0.6782 -4.1022 -0.05 -0.02 -0.10 0.001
H -1.9109 0.4482 -3.5630 0.02 0.07 -0.07 0.001
H -0.8487 0.1175 -1.3715 -0.20 -0.04 -0.10 0.006
```
Positions in Å, forces in eV/Å.

Results
Calculated total energy: -4257.0898 a.u.
Multiplicity: 2
Expectation value of S²: 0.78
Frontier orbital gap (spin up / spin down): 5.631 / 4.801 eV
HOMO level (spin up / spin down): -14.47 / -14.49 eV
Charge: +2
LUMO level (spin up / spin down): -8.8 / -9.7 eV

***

Which value of calculated total energy does entry 3 give? -2064.0666 a.u.